(1)
Below is the molecule C16H20ClN3OS, with properties calculated with ωB97M-V/def2-TZVPD.

- HOMO-LUMO gap: 9.50 eV
- Spin multiplicity: 1
- Strongest force on any atom: 1.1 eV Å⁻¹
- Relative energy (zero: lowest compared OMol25 entry of this formula, charge and spin): 40.5 kcal/mol
- SMILES string: CC(C)(/C=N/NC(=O)CSCc1ccccc1Cl)CCC#N
- Molar mass: 337.9 u
- Calculated total energy: -1719.5641 hartree

XYZ file:
```
42
C16H20ClN3OS ωB97M-V/def2-TZVPD
C 0.3984 -0.6874 4.3762
C 0.9825 -0.4862 2.9733
C 2.2263 0.4128 3.0724
C -0.0241 0.2473 2.1394
N -0.4531 -0.2208 1.0510
N -1.3261 0.4813 0.3048
C -1.7477 0.0140 -0.9016
O -1.4462 -1.0576 -1.3652
C -2.6748 0.9761 -1.6265
S -2.2233 2.7313 -1.4671
C -0.4495 2.7322 -1.9697
C -0.1583 1.7294 -3.0329
C -0.8103 1.8097 -4.2600
C -0.5940 0.8708 -5.2497
C 0.2856 -0.1752 -5.0256
C 0.9536 -0.2699 -3.8192
C 0.7315 0.6769 -2.8327
Cl 1.6060 0.5242 -1.3490
C 1.4040 -1.8128 2.3216
C 0.2972 -2.8651 2.1661
C -0.0534 -3.5135 3.3998
N -0.3214 -4.0556 4.3714
H 0.2191 0.2744 4.8528
H -0.5424 -1.2300 4.3363
H 1.0918 -1.2533 4.9933
H 2.9752 -0.0555 3.7064
H 1.9702 1.3790 3.5016
H 2.6579 0.5759 2.0871
H -0.3488 1.2244 2.5226
H -1.6347 1.4081 0.6134
H -3.6778 0.9078 -1.2015
H -2.7164 0.7015 -2.6811
H -0.2819 3.7494 -2.3248
H 0.1541 2.5578 -1.0800
H -1.5040 2.6226 -4.4225
H -1.1151 0.9520 -6.1914
H 0.4534 -0.9192 -5.7887
H 1.6412 -1.0796 -3.6332
H 1.7763 -1.5856 1.3217
H 2.2240 -2.2398 2.9041
H 0.6456 -3.6442 1.4814
H -0.5905 -2.4077 1.7257
```



(2)
Below is a structure of composition C16H20CoGeN3O, with properties calculated with ωB97M-V/def2-TZVPD.

- HOMO-LUMO gap (alpha / beta): 7.46 / 7.39 eV
- Spin multiplicity: 5
- Strongest force on any atom: 0.2 eV Å⁻¹
- Molar mass: 401.9 u
- Calculated total energy: -4320.8046 hartree

XYZ file:
```
42
C16H20CoGeN3O ωB97M-V/def2-TZVPD
Co -1.4830 0.8891 -0.1852
O -0.3247 -2.6984 -0.7051
C -0.9306 -1.6592 -0.5031
N -1.1797 -0.6446 -1.3433
C -0.4625 -0.4691 -2.5644
C -0.0311 0.9812 -2.6756
C 0.8595 1.3905 -3.6642
C 1.2415 2.7136 -3.7349
C 0.7228 3.6226 -2.8199
C -0.1554 3.1515 -1.8688
N -0.5269 1.8655 -1.7930
C -1.4154 -1.2576 0.9415
C -1.4690 -2.4228 1.8475
C -2.5938 -2.7342 2.5485
C -3.7551 -1.9684 2.3826
C -3.7252 -0.8562 1.5026
N -2.6821 -0.5129 0.8205
H -1.0750 -0.6902 -3.4504
H 0.4245 -1.1080 -2.6391
H 1.2533 0.6549 -4.3522
H 1.9459 3.0379 -4.4894
H 0.9956 4.6674 -2.8354
H -0.5822 3.8142 -1.1266
H -0.5756 -3.0270 1.9197
H -2.5998 -3.5798 3.2237
H -4.6651 -2.1944 2.9189
H -4.6065 -0.2295 1.4051
C 2.2585 -0.5981 -0.4008
Ge 1.4509 -0.1374 1.3233
C 2.0133 1.6989 1.7315
C 2.2094 -1.3183 2.6944
C -0.4840 -0.0766 1.3689
H 3.3278 -0.7459 -0.2423
H 2.1400 0.2185 -1.1150
H 1.8362 -1.5064 -0.8230
H 3.0994 1.7834 1.7717
H 1.6084 2.0257 2.6896
H 1.6451 2.3760 0.9587
H 3.2858 -1.1766 2.7890
H 2.0273 -2.3630 2.4415
H 1.7480 -1.1172 3.6613
H -0.7706 0.2010 2.3909
```



(3)
Below is a structure of composition C16H20IrN8O5, with properties calculated with ωB97M-V/def2-TZVPD.

- HOMO-LUMO gap: 7.14 eV
- Spin multiplicity: 1
- Strongest force on any atom: 3.5 eV Å⁻¹
- Relative energy (zero: lowest compared OMol25 entry of this formula, charge and spin): 67.0 kcal/mol
- Total charge: +1
- Molar mass: 596.6 u
- Calculated total energy: -1539.9417 hartree

XYZ file:
```
50
C16H20IrN8O5 ωB97M-V/def2-TZVPD
Ir -0.1182 -0.5958 -0.1467
O 1.5760 -0.1895 3.6150
C 1.3368 -0.1917 2.4380
N 0.1171 -0.0032 1.8169
C -0.9721 0.4433 2.5271
O -1.0302 0.7822 3.6797
C -2.1611 0.5379 1.6383
C -3.4272 0.6758 2.1728
C -4.5043 0.7619 1.3103
C -4.2710 0.7214 -0.0582
C -2.9769 0.5690 -0.5082
N -1.9364 0.4873 0.3269
C 2.4338 -0.3549 1.4334
C 3.7317 -0.5822 1.8499
C 4.7246 -0.6895 0.8932
C 4.3874 -0.5184 -0.4443
C 3.0682 -0.2895 -0.7726
N 2.0998 -0.2284 0.1500
H -3.5294 0.7050 3.2487
H -5.5108 0.8532 1.6962
H -5.0818 0.8022 -0.7679
H -2.7620 0.5044 -1.5664
H 3.9206 -0.6652 2.9110
H 5.7464 -0.8956 1.1829
H 5.1384 -0.5617 -1.2204
H 2.7727 -0.1353 -1.8015
N 0.0215 1.4390 -2.3325
N 0.1157 0.6571 -3.4786
C 0.3709 -0.6664 -3.4282
N 0.5313 -1.2987 -4.5817
N 0.4833 -1.2361 -2.2202
N 0.9041 -2.5408 -2.0688
O 1.0643 -2.8515 -0.9091
O 1.1277 -3.2648 -3.0219
H -0.8405 1.9688 -2.3346
H 0.8103 2.0711 -2.2630
H 0.0608 1.0988 -4.3845
H 0.4323 -0.8355 -5.4685
H 0.7191 -2.2924 -4.5408
C -0.8952 -3.2823 1.9190
C -1.9831 -2.6331 1.0692
C -3.0094 -3.6478 0.5990
O -1.4647 -1.9886 -0.0692
H -1.3407 -3.8762 2.7174
H -0.2510 -2.5213 2.3651
H -0.2818 -3.9316 1.2899
H -2.5079 -1.9086 1.7140
H -2.5263 -4.4273 0.0066
H -3.7732 -3.1657 -0.0126
H -3.4871 -4.1034 1.4669
```



(4)
Below is the molecule C16H20N10OS, with properties calculated with ωB97M-V/def2-TZVPD.

- HOMO-LUMO gap: 8.55 eV
- Spin multiplicity: 1
- Strongest force on any atom: 5.8 eV Å⁻¹
- Relative energy (zero: lowest compared OMol25 entry of this formula, charge and spin): 7.1 kcal/mol
- Molar mass: 400.5 u
- Calculated total energy: -1642.6480 hartree

XYZ file:
```
48
C16H20N10OS ωB97M-V/def2-TZVPD
O -0.4207 -2.9957 -1.8835
N -6.7873 -0.6134 4.3699
N 8.8180 1.7354 -1.2544
N -6.6718 1.1438 2.2182
N 5.0666 0.8839 0.3367
C -5.8192 -1.1579 3.7592
C 7.7747 1.4007 -0.6054
C -5.6530 0.3900 1.9183
C 5.3819 1.3048 -0.8516
C -2.8152 -0.3021 0.7399
C -4.1013 0.1404 -1.3066
C 2.1155 1.2537 -2.4728
C 3.1373 -0.6574 -1.3866
C -1.7904 -0.8387 -0.0591
C -3.0660 -0.4221 -2.0649
C 0.9140 0.5632 -2.6452
C 1.9944 -1.3962 -1.6378
C -3.9899 0.1909 0.0998
C 3.2165 0.6907 -1.7954
C -1.9123 -0.9303 -1.4460
C 0.8708 -0.7569 -2.2161
N -5.5161 -2.3726 4.1715
N 7.9388 0.7408 0.5752
N -5.2507 -0.6813 2.6439
N 6.6174 1.7443 -1.1934
N -5.1178 0.7157 0.7422
N 4.3923 1.4029 -1.7481
S -0.6503 -1.7240 -2.5681
H -7.1839 -1.0939 5.1678
H 9.7088 1.5388 -0.8139
H -7.0551 0.8362 3.1352
H 4.1065 0.5967 0.4629
H -2.7718 -0.2193 1.8061
H -4.9932 0.5120 -1.7895
H 2.1716 2.2849 -2.8077
H 4.0065 -1.1802 -0.9399
H -0.9051 -1.2818 0.4163
H -3.2065 -0.5272 -3.1493
H 0.0439 1.0211 -3.0875
H 1.9198 -2.4407 -1.3461
H -5.1124 -3.0395 3.4858
H -6.1348 -2.7060 4.8858
H 7.0701 0.8390 1.0896
H 8.7748 1.0079 1.0767
H -4.7584 -1.3566 2.1214
H 6.7670 1.9901 -2.1663
H -5.5466 1.5255 0.3225
H 4.4223 2.2402 -2.3096
```



(5)
Below is a structure of composition C16H20N2O2, with properties calculated with ωB97M-V/def2-TZVPD.

- HOMO-LUMO gap: 8.54 eV
- Spin multiplicity: 1
- Strongest force on any atom: 17.5 eV Å⁻¹
- Relative energy (zero: lowest compared OMol25 entry of this formula, charge and spin): 369.2 kcal/mol
- Molar mass: 272.3 u
- Calculated total energy: -881.1827 hartree

XYZ file:
```
40
C16H20N2O2 ωB97M-V/def2-TZVPD
C -1.5644 -0.7433 2.2452
N -0.9527 0.0120 1.0369
C -1.2874 1.5244 1.0804
C -0.3729 2.2588 0.3273
O -0.6817 3.1870 -0.2905
N 0.7509 1.6668 0.4018
H 0.8174 0.6979 0.9025
C 1.9159 2.3794 -0.4274
H 1.5412 3.3431 -0.7951
H 2.7690 2.4902 0.4213
C 2.4199 1.6746 -1.4210
C 2.8503 0.2526 -1.0028
C 2.2029 -1.1710 -1.1449
C 2.6208 -2.1036 -0.4524
C 3.7912 -2.2798 0.0649
C 4.5132 -1.1606 0.4505
C 4.1978 -0.0904 -0.1644
H 4.7411 0.9005 -0.0333
H 5.6304 -1.0731 0.7868
H 4.1005 -3.1540 0.7340
H 1.9409 -3.0791 -0.6926
H 1.1281 -0.8457 -1.4166
H 1.6835 1.4337 -2.1203
H 3.2395 2.0543 -1.7483
H -2.4504 1.8361 0.4777
H -1.3306 1.7785 2.1421
C -1.4478 -0.7501 -0.2530
C -2.8912 -0.5444 -0.5279
C -3.8841 -1.7459 -0.0851
C -5.0464 -1.3025 -0.5476
C -4.8757 0.0885 -1.1887
O -3.6232 0.2982 -1.1930
H -5.5297 0.7290 -1.5523
H -6.0290 -1.9228 -0.5662
H -3.6035 -2.7169 0.2621
H -0.9914 0.2788 -0.9892
H -0.9644 -1.5464 -0.4724
H -1.2925 -1.7577 2.3185
H -2.7285 -0.6829 2.2576
H -1.3069 -0.2143 3.1754
```